18
Properties=species:S:1:pos:R:3:forces:R:3:mulliken_charge:R:1 method="wB97M-V/def2-TZVPD" lumo_energy_ev=0.8 total_charge=0 smiles="C=C/C(N)=C/C.O" gap_ev=9.075 max_force_ev_per_a=1.81
C -1.5832 -0.2377 -1.3868 0.3 -1.6 0.8 -1.00
N 0.5213 -1.6628 0.4534 -0.9 0.1 -0.2 -0.57
C 0.5767 -0.3240 0.0032 0.5 -0.8 0.0 0.89
C -0.2772 0.2460 -0.8499 -0.4 1.4 -0.4 -0.49
C 3.0320 -0.2366 0.5045 -0.9 0.0 -0.5 -0.73
C 1.8532 0.3509 0.2869 0.2 0.6 0.1 -0.43
H -2.4455 0.2795 -0.9586 0.0 0.1 -0.2 0.23
H -1.6428 -1.2886 -1.0668 -0.6 0.1 -0.3 0.23
H -1.6457 -0.2364 -2.4729 0.0 0.2 0.0 0.32
H -0.3870 -2.0888 0.2719 0.4 0.0 0.1 0.21
H 0.7537 -1.7627 1.4326 0.1 0.0 0.0 0.27
H -0.0461 1.2473 -1.2111 0.4 -0.1 0.3 0.23
H 3.0553 -1.3150 0.5839 0.4 0.0 -0.1 0.31
H 3.9342 0.3487 0.4159 0.1 -0.1 0.5 0.28
H 1.7887 1.4351 0.2378 0.2 -0.1 -0.3 0.26
H -2.2071 1.0098 1.2190 -0.1 0.5 0.2 0.32
H -2.6968 2.4291 0.9043 0.0 -0.1 0.1 0.32
O -2.5836 1.8063 1.6328 0.1 -0.4 -0.3 -0.65

***

23
Properties=species:S:1:pos:R:3:forces:R:3:mulliken_charge:R:1 method="wB97M-V/def2-TZVPD" lumo_energy_ev=-3.6 total_charge=+1 gap_ev=10.732 max_force_ev_per_a=5.38
N 0.2370 0.2829 0.4083 -3.2 -0.4 0.8 -0.34
H 0.0740 1.2539 0.1583 1.0 0.5 0.3 0.37
H 1.0460 -0.0411 0.8293 3.3 0.3 0.5 0.32
H 0.0410 -0.2701 -0.4007 -0.3 -0.6 -1.1 0.22
H -0.4120 -0.0021 1.1643 -0.5 0.4 -0.8 0.36
O 0.6070 -3.5671 -1.7187 2.7 -3.7 -0.8 -0.58
H 0.1700 -3.6061 -2.5397 -0.8 -0.2 -1.6 0.32
H 0.2760 -2.8631 -1.2927 -1.9 3.9 2.3 0.26
O 1.6200 2.9459 1.0093 -3.2 -4.1 1.2 -0.59
H 2.3040 2.4009 1.3603 1.0 -0.4 0.5 0.31
H 1.9960 3.6909 0.7113 2.2 4.3 -1.7 0.29
O -2.2500 -1.3501 -1.0187 2.8 -3.3 -3.2 -0.58
H -2.4420 -2.0861 -0.4717 -0.3 -1.3 0.6 0.31
H -2.5780 -0.6501 -0.5877 -2.0 4.4 2.4 0.35
O -2.9980 0.7329 0.5063 -1.6 -2.2 -0.8 -0.66
H -2.7330 1.5399 0.8623 0.2 2.3 0.9 0.31
H -3.9850 0.7089 0.4743 1.2 0.3 0.2 0.30
O 2.5540 -0.1231 2.9403 2.5 0.2 -1.9 -0.63
H 1.7300 0.0739 3.2693 -2.8 0.6 1.7 0.31
H 2.6680 -1.0621 2.9973 0.2 -0.8 0.2 0.33
O 0.7410 0.5199 -2.5267 3.0 2.0 2.3 -0.58
H 0.1310 0.2389 -3.1237 -3.0 -1.5 -2.7 0.30
H 1.2030 1.2329 -3.0117 -0.1 -0.5 0.6 0.30

***

25
Properties=species:S:1:pos:R:3:forces:R:3:mulliken_charge:R:1 method="wB97M-V/def2-TZVPD" lumo_energy_ev=-0.3 total_charge=0 gap_ev=9.545 max_force_ev_per_a=5.61
C 0.1209 -2.0148 2.7139 -1.2 -2.6 1.7 -0.31
C 0.8298 -2.3875 1.5990 2.5 0.0 -1.2 -0.52
C -0.4717 -0.7909 2.7868 -1.5 1.6 -0.1 -0.54
C 1.0711 -1.4873 0.5709 -1.6 2.3 0.3 -0.36
C -0.4036 0.1033 1.6912 -0.2 -2.6 1.7 -0.35
C 0.3514 -0.2179 0.6223 1.8 -0.9 -0.8 -0.36
C -1.4907 2.0888 -3.2105 -1.1 -0.6 -0.8 0.44
C -0.1535 1.4666 -2.6232 -3.8 0.6 0.8 -0.42
C 0.4098 0.8662 -0.4338 5.4 -1.4 -0.7 0.18
N 0.2560 2.1831 0.1996 0.4 2.3 2.3 1.15
N -0.4654 0.7024 -1.4283 0.0 0.6 -1.9 -0.10
O -1.6517 2.2734 -4.3932 0.4 0.0 1.4 -0.53
O -2.5532 2.2756 -2.3138 2.0 -0.1 -1.5 -0.47
O 1.1525 2.5914 0.9109 0.2 -0.4 -0.4 -0.61
O -0.7755 2.8050 0.0608 -0.8 0.0 -0.6 -0.65
H -0.0749 -2.9191 3.4128 0.4 2.2 -0.6 0.26
H 1.4563 -3.2993 1.6517 -0.8 0.4 -0.3 0.32
H -1.1431 -0.3874 3.5680 0.6 -1.0 0.0 0.32
H 1.7313 -1.6255 -0.2671 0.2 -0.4 -0.1 0.44
H -1.1405 0.8461 1.6655 -0.4 1.6 0.1 0.38
H 0.3977 2.3222 -2.3044 0.8 0.5 -0.1 0.35
H 0.3064 0.8664 -3.3508 0.7 -0.4 -1.2 0.39
H 1.6822 1.0693 -0.9022 -3.6 -1.0 1.5 0.38
H -1.1699 0.0118 -1.3599 -0.4 -0.6 -0.3 0.21
H -2.1354 2.2376 -1.4468 0.0 0.0 0.7 0.41